(1)
95
Properties=species:S:1:pos:R:3:forces:R:3 method="wB97M-V/def2-TZVPD" mol_weight_g_mol=573.2 charge=+1 e_above_lowest_ev=0.000 total_energy_ev=-119553.24814 homo_energy_ev=-9.44
C 2.864565 3.525917 -2.302783 0.210 0.140 0.015
O 3.435161 2.224358 -2.220899 -0.039 0.076 -0.430
C 2.557350 1.138605 -2.380232 0.720 0.443 0.096
C 3.026328 0.161126 -3.426542 -1.290 -0.695 0.702
C 4.265983 -0.655660 -3.244572 0.969 -0.330 -0.649
C 4.374093 -1.320477 -4.632695 0.649 0.626 0.350
Br 3.426328 -2.985011 -4.762917 -0.161 -0.044 -0.246
C 3.794670 -0.266603 -5.501245 -0.156 -0.380 -0.223
N 3.111115 0.578416 -4.847844 0.059 0.378 0.102
C 2.462335 1.790919 -5.338428 0.263 -0.055 -0.419
C 2.704168 2.064694 -6.816333 0.303 0.583 0.471
C 4.113330 2.596580 -7.077396 -0.267 -0.579 -0.319
Cl 1.536125 3.356225 -7.194832 -0.234 -0.068 -0.198
H 1.917153 3.535546 -2.830125 -0.328 -0.141 -0.054
H 2.729518 3.970006 -1.322259 -0.098 -0.097 0.252
H 3.548054 4.160983 -2.854769 0.236 0.083 -0.084
H 1.527906 1.430518 -2.579928 -0.088 0.310 -0.076
H 2.536720 0.564694 -1.456229 -0.046 -0.062 0.079
H 2.216619 -0.579452 -3.440264 -0.219 -0.060 0.009
H 4.228378 -1.371833 -2.439179 -0.240 -0.164 0.188
H 5.181587 -0.080542 -3.125294 -0.088 0.460 0.197
H 5.393432 -1.432718 -4.974067 0.276 -0.637 0.147
H 3.961669 -0.220178 -6.560658 -0.107 0.134 -0.306
H 1.405885 1.759147 -5.115600 -0.287 -0.264 0.153
H 2.908745 2.607885 -4.791905 -0.028 0.250 0.383
H 2.495597 1.191244 -7.417911 -0.354 -0.051 -0.317
H 4.513774 3.084864 -6.202591 0.164 0.240 0.234
H 4.773609 1.788994 -7.380618 0.244 -0.076 0.054
H 4.079339 3.298314 -7.896309 0.104 0.184 -0.196
C 0.250923 -0.559721 2.453546 0.019 -0.005 -0.019
C -0.718452 -1.247068 1.503039 0.210 -0.089 0.212
N -0.730453 -0.666940 0.172787 -0.138 -0.052 -0.206
C -1.840517 -1.125425 -0.647598 -0.229 0.018 -0.032
C -1.895443 -2.608168 -1.032233 -0.016 0.017 -0.077
C 0.548801 -0.591710 -0.494363 0.192 0.054 0.155
C 1.342930 -1.886399 -0.721240 0.055 0.013 -0.227
H 0.050107 0.511443 2.507620 0.008 0.010 -0.036
H 0.138387 -0.976477 3.455196 -0.001 -0.006 -0.004
H 1.291874 -0.703389 2.158714 0.009 0.005 0.017
H -1.721709 -1.148070 1.924160 -0.074 -0.045 -0.153
H -0.490035 -2.324519 1.483629 -0.047 -0.009 0.058
H -1.867069 -0.518618 -1.558491 0.081 0.028 0.001
H -2.761569 -0.878839 -0.110951 0.051 -0.002 0.075
H -1.167281 -2.859842 -1.803104 0.047 -0.028 0.034
H -2.880954 -2.844201 -1.436905 -0.001 0.016 0.009
H -1.732792 -3.262263 -0.175460 0.010 0.014 0.018
H 1.187618 0.091567 0.075568 -0.090 -0.030 0.121
H 0.408450 -0.090576 -1.458940 -0.286 -0.104 0.081
H 1.365061 -2.531593 0.156448 -0.020 0.053 0.038
H 2.381248 -1.632765 -0.962455 0.003 -0.076 0.075
H 0.952821 -2.464152 -1.558587 -0.048 -0.085 0.056
C -0.769530 -6.002502 3.560089 0.014 0.001 -0.016
C -0.897818 -4.663379 4.270381 0.112 -0.112 0.052
N -2.210063 -4.435598 4.842614 -0.133 0.151 -0.057
C -2.414028 -3.063760 5.274239 0.024 0.194 -0.012
C -1.541270 -2.531989 6.417860 -0.063 0.101 0.037
C -2.686496 -5.464228 5.752489 -0.038 -0.300 0.020
C -1.831129 -5.794852 6.982981 -0.094 0.022 0.061
H -1.544223 -6.116066 2.800413 -0.041 -0.005 0.035
H 0.202061 -6.065072 3.067523 0.007 0.000 0.009
H -0.836919 -6.842721 4.251279 -0.008 -0.004 -0.007
H -0.714186 -3.870914 3.537912 -0.041 0.088 0.064
H -0.096809 -4.585140 5.022852 0.059 0.002 -0.060
H -3.465464 -2.933903 5.542789 -0.016 -0.113 0.014
H -2.257081 -2.417404 4.402832 0.048 -0.085 -0.058
H -1.847340 -2.928329 7.384236 0.047 -0.054 0.004
H -1.635995 -1.445322 6.475695 -0.010 -0.004 -0.014
H -0.484723 -2.758218 6.270215 0.001 -0.027 -0.007
H -2.819841 -6.383822 5.177156 0.052 0.031 -0.045
H -3.694243 -5.193334 6.075180 0.024 0.128 -0.009
H -0.771305 -5.878474 6.738788 0.001 -0.005 -0.026
H -2.146365 -6.752477 7.401075 -0.002 -0.004 -0.020
H -1.941730 -5.052319 7.771318 0.077 0.037 -0.012
C -0.740106 2.624821 -0.522968 0.055 0.067 -0.037
C -1.009137 4.012540 0.038824 0.008 -0.126 0.041
N -2.250021 4.584957 -0.442183 -0.017 0.121 -0.100
C -2.388579 5.999743 -0.136181 0.053 0.202 -0.029
C -2.481304 6.416521 1.335852 -0.060 0.065 -0.008
C -3.436131 3.770762 -0.234043 -0.111 -0.272 -0.025
C -3.782709 3.352795 1.201117 -0.105 0.037 -0.019
H -0.767280 2.638304 -1.616563 -0.075 0.034 -0.025
H 0.249601 2.285875 -0.210593 0.015 -0.010 0.060
H -1.455894 1.886576 -0.167343 0.043 -0.053 -0.004
H -0.194456 4.674684 -0.269199 -0.057 0.112 0.032
H -0.966652 3.957495 1.138269 0.067 -0.013 -0.003
H -3.262911 6.381059 -0.669666 -0.039 -0.084 0.002
H -1.531252 6.513640 -0.583162 0.047 -0.075 0.008
H -3.453177 6.182079 1.766988 0.019 -0.058 0.025
H -2.348409 7.496771 1.418646 0.005 -0.004 -0.019
H -1.709707 5.947469 1.947119 0.006 -0.022 -0.007
H -3.328957 2.862045 -0.832886 0.065 0.012 0.004
H -4.288628 4.291977 -0.675061 0.054 0.118 0.027
H -2.907245 3.007355 1.753109 0.018 -0.008 -0.017
H -4.500957 2.530864 1.179904 0.010 -0.002 -0.015
H -4.243078 4.162660 1.764146 0.075 0.014 0.047

***

(2)
117
Properties=species:S:1:pos:R:3:forces:R:3 method="wB97M-V/def2-TZVPD" mol_weight_g_mol=884.0 e_above_lowest_ev=0.000 total_energy_ev=-110826.24189 homo_energy_ev=-9.35 smiles="O=S1(=O)OCCO1.O=S1(=O)OCCO1.O=S1(=O)OCCO1.CNC(C)=O.CNC(C)=O.CNC(C)=O.CNC(C)=O.CNC(C)=O.CNC(C)=O.CNC(C)=O"
O 7.399814 -3.702665 2.019911 -0.378 0.322 -0.750
S 6.443314 -3.352465 1.012806 -0.297 -0.218 0.528
O 6.599120 -3.821532 -0.332641 -0.371 0.249 1.135
O 4.970610 -3.718964 1.623830 0.683 0.033 -1.344
C 4.354752 -2.555335 2.198763 0.904 -0.710 0.962
C 4.930151 -1.381898 1.452519 -0.917 -0.131 -1.547
O 6.227709 -1.759683 0.973275 0.750 -0.508 0.908
H 3.277249 -2.672295 2.145995 0.020 0.086 -0.148
H 4.669804 -2.560789 3.245212 -0.269 0.296 0.040
H 4.897593 -0.481384 2.059162 0.528 0.094 -0.163
H 4.428367 -1.266131 0.485009 -0.672 0.493 0.476
O 0.205841 4.468184 6.139696 -1.120 -1.083 -0.737
S -0.445700 3.314893 5.587688 -0.403 1.254 -0.801
O -0.299082 2.059064 6.243302 -0.158 -0.183 -0.365
O -2.015460 3.570108 5.231296 1.040 0.058 1.300
C -2.412584 2.728232 4.113351 0.711 0.880 1.147
C -1.132828 2.624678 3.235427 0.440 0.122 0.201
O -0.113469 3.245098 4.023219 1.242 0.209 0.658
H -2.680999 1.776705 4.576512 -0.432 -0.039 -0.562
H -3.212156 3.386663 3.779562 -0.256 -0.952 -0.870
H -1.138988 3.183052 2.301822 -0.339 -0.060 0.001
H -0.736321 1.625509 3.050396 -0.726 -0.242 -0.114
O -0.313641 2.352431 -0.375085 0.489 -1.460 0.550
S 0.260650 1.072890 -0.694378 0.235 0.456 -0.294
O 0.960847 1.004864 -1.948344 -0.759 -0.596 0.635
O 1.241057 0.479199 0.439559 0.029 0.950 0.085
C 1.171495 -0.966223 0.393300 -0.197 0.191 -2.042
C -0.308383 -1.162086 0.271372 -1.234 -1.403 1.027
O -0.858835 -0.095051 -0.506569 1.193 1.466 -0.399
H 1.570291 -1.343784 -0.553758 0.589 0.232 0.210
H 1.708887 -1.425062 1.212084 -0.312 0.262 0.351
H -0.763401 -1.136869 1.265879 -0.269 0.087 -0.140
H -0.612077 -2.065645 -0.251646 0.299 -0.201 0.240
C -2.106495 2.454776 -3.720931 0.213 -0.368 0.803
N -3.550165 2.428181 -3.740324 -0.890 -0.482 0.130
C -4.308505 2.695906 -2.642329 0.705 1.147 0.315
C -5.819448 2.699924 -2.816808 0.874 -1.181 -0.217
O -3.790714 3.089807 -1.599948 -0.264 -0.558 -0.103
H -1.670717 1.672542 -4.339970 -0.164 0.420 -0.654
H -1.732409 2.165523 -2.738752 -0.377 0.217 0.296
H -1.730305 3.463725 -3.878126 0.218 -0.105 -0.453
H -4.070821 2.119404 -4.544969 0.376 -0.131 -0.147
H -6.068415 3.598770 -3.374488 -0.393 0.121 0.334
H -6.228373 2.588368 -1.818138 -0.305 0.586 -0.050
H -6.139023 1.821873 -3.385638 -0.016 0.121 -0.181
C -2.983733 -1.241567 -2.681797 -0.014 -0.617 -0.483
N -4.349526 -1.333288 -2.194821 0.798 0.446 0.625
C -5.466891 -1.164057 -2.908845 -0.733 -0.282 -0.816
C -6.762231 -1.330789 -2.131565 -0.014 0.192 -0.024
O -5.484624 -1.003657 -4.125376 0.180 0.330 0.340
H -2.907162 -0.997105 -3.739065 -0.547 0.124 -0.013
H -2.550304 -2.239972 -2.590156 0.370 0.116 0.163
H -2.402201 -0.509881 -2.131335 -0.076 -0.055 0.168
H -4.407192 -1.542023 -1.208230 -0.189 -0.024 -0.046
H -7.074365 -2.366500 -2.268482 -0.017 -0.032 0.264
H -7.557472 -0.711550 -2.541737 0.184 0.069 -0.233
H -6.669702 -1.070919 -1.076359 0.079 -0.289 0.049
C 1.357400 -2.131003 -3.856628 0.226 0.025 0.803
N 0.842049 -3.450907 -3.529835 0.036 0.281 -0.250
C 0.818337 -4.005231 -2.295807 0.078 -0.238 -0.397
C 0.158699 -5.365076 -2.188777 -0.630 0.742 -0.442
O 1.348449 -3.495424 -1.317381 -0.278 0.403 0.127
H 1.606151 -1.608812 -2.932522 -0.164 -0.035 0.015
H 0.584452 -1.571194 -4.378398 0.161 0.047 -0.193
H 2.279206 -2.180944 -4.431891 -0.180 -0.030 -0.281
H 0.604981 -3.993799 -4.341544 -0.287 -0.310 0.271
H -0.813516 -5.305670 -1.691580 0.419 0.270 0.759
H 0.893366 -5.942270 -1.636498 -0.408 -0.671 -0.186
H -0.209791 -5.723900 -3.152960 0.919 -0.449 -0.136
C 1.949947 1.366402 -4.998436 1.637 1.541 -0.985
N 3.175350 1.092234 -5.788176 -0.729 -1.022 0.167
C 3.240636 0.013806 -6.603755 -0.215 -0.309 -0.543
C 4.440541 -0.078105 -7.502445 0.689 0.130 0.285
O 2.411130 -0.887658 -6.622067 -0.147 0.398 0.364
H 1.420701 2.095494 -5.616621 -0.746 -0.245 0.316
H 2.310148 1.908621 -4.126943 -0.467 -0.338 0.387
H 1.382225 0.475975 -4.784692 0.102 -0.084 0.017
H 3.835601 1.830421 -5.947342 -0.009 0.129 0.125
H 4.532197 0.695181 -8.265908 -0.357 0.083 0.046
H 4.413212 -1.054085 -7.974462 0.151 0.006 -0.024
H 5.326634 0.026920 -6.868040 0.111 -0.222 -0.188
C -4.078273 0.249301 1.129674 0.353 0.084 -1.352
N -3.618715 -0.655382 2.154261 -0.453 0.525 1.373
C -3.445996 -1.984290 2.027223 0.595 -0.791 -0.594
C -3.138561 -2.809191 3.250341 -0.746 -0.615 0.851
O -3.424542 -2.550180 0.943428 -0.481 0.314 -0.448
H -4.917324 -0.142629 0.551323 0.100 -0.343 0.140
H -3.259187 0.441101 0.430703 -0.183 0.101 -0.131
H -4.430630 1.218566 1.476818 0.251 -0.150 0.614
H -3.491382 -0.269646 3.075239 -0.178 -0.118 0.029
H -3.853388 -3.625813 3.406826 -0.391 0.237 -0.710
H -3.233649 -2.315512 4.219939 0.722 0.379 -0.138
H -2.234654 -3.394128 3.085883 0.385 0.555 0.194
C 3.847367 6.963292 1.911753 0.408 -0.229 -0.852
N 3.160485 5.742021 1.527389 -0.390 0.550 0.266
C 3.446061 4.520008 2.028303 0.521 -1.724 -0.031
C 2.491604 3.372414 1.724848 -1.155 1.196 -0.897
O 4.429739 4.267155 2.698237 0.286 0.710 0.319
H 3.421706 7.500650 2.759273 -0.094 -0.300 0.124
H 3.778296 7.600973 1.028249 0.215 0.250 0.211
H 4.894866 6.722884 2.088005 -0.053 0.138 0.168
H 2.409978 5.877067 0.875900 -0.236 -0.415 0.141
H 2.873514 2.506327 1.192185 0.684 0.115 0.302
H 1.708399 3.764381 1.061999 -0.240 -0.218 0.203
H 2.026679 3.071065 2.660013 0.070 -0.101 0.029
C 2.146173 -3.216615 6.894983 -0.069 0.762 -0.334
N 1.116802 -2.468186 6.174094 -0.182 -0.361 1.079
C 1.352645 -1.588195 5.182469 -0.211 -1.559 -1.769
C 0.161933 -1.119547 4.379553 -0.235 1.669 0.130
O 2.456102 -1.351475 4.717327 0.476 0.395 0.849
H 1.724436 -3.586755 7.826562 -0.111 -0.214 -0.140
H 2.938097 -2.527695 7.182221 0.228 -0.201 -0.287
H 2.491527 -4.021803 6.246469 0.385 -0.070 0.328
H 0.217439 -2.911329 6.246103 -0.286 0.557 -0.182
H -0.100663 -0.108129 4.717919 0.006 -0.087 0.269
H -0.775879 -1.669869 4.372477 0.263 -0.457 0.103
H 0.558061 -0.923011 3.384381 -0.215 -0.407 -0.159